(1)
187
Properties=species:S:1:pos:R:3:mulliken_charge:R:1 method="wB97M-V/def2-TZVPD" s2=0.7509 total_charge=-1 lumo_energy_ev="2.05 / 2.02" max_force_ev_per_a=3.891 homo_ev="0.57 / -6.68" multiplicity=2 e_above_lowest_kcal_mol=0.0 orbital_gap_ev="1.472 / 8.700"
C 2.1555 -3.7440 5.5156 -1.912
C 1.7548 -3.1888 4.1793 1.237
C 0.2928 -2.6283 4.2852 0.217
O -0.5760 -3.4889 5.0538 -0.237
C -1.8851 -3.0794 5.0647 -0.797
N 2.8130 -2.3173 3.7514 0.082
H 3.2413 -3.7440 5.6105 0.437
H 1.7869 -4.7673 5.5878 0.430
H 1.7032 -3.2098 6.3512 0.267
H 1.7150 -4.0215 3.4771 -0.289
H -0.1491 -2.3613 3.3252 -0.391
H 0.3377 -1.7105 4.8714 0.397
H -2.4026 -3.8734 5.6030 0.401
H -2.2626 -3.1263 4.0432 0.090
H -2.0979 -2.1113 5.5181 0.051
H 2.9257 -1.5817 4.4342 -0.009
H 3.7374 -2.7237 3.7693 0.360
C -4.1038 -1.2740 0.6359 -1.925
C -3.5818 -2.0224 -0.6232 3.153
C -3.5484 -3.5436 -0.5282 -1.060
O -2.8429 -4.0446 0.6218 -0.389
C -1.5376 -3.4924 0.7173 0.461
N -4.3951 -1.5806 -1.7800 -0.682
H -4.2810 -0.2044 0.5242 0.244
H -3.4872 -1.4085 1.5246 -0.219
H -5.0495 -1.6660 1.0102 0.820
H -2.5772 -1.6754 -0.8649 -1.418
H -3.0877 -3.8612 -1.4635 -0.181
H -4.5664 -3.9288 -0.5856 0.369
H -1.5985 -2.4474 1.0214 -0.249
H -1.0124 -3.4464 -0.2367 -0.297
H -0.9381 -3.9655 1.4950 0.592
H -4.0716 -2.1748 -2.5298 0.155
H -5.3546 -1.8231 -1.5780 0.328
C 3.0713 -2.3336 -2.5877 -1.375
C 3.2250 -2.0643 -4.0901 1.279
C 3.3130 -0.5403 -4.3455 -0.562
O 3.1803 -0.0264 -5.6189 -0.500
C 1.8950 -0.2282 -6.2550 -0.582
N 4.4473 -2.7912 -4.5689 -0.804
H 3.2199 -3.3800 -2.3210 0.412
H 2.1031 -1.9456 -2.2711 -0.126
H 3.8252 -1.8053 -2.0040 0.513
H 2.3437 -2.5396 -4.5208 0.015
H 4.3517 -0.2678 -4.1588 0.493
H 2.8151 0.0966 -3.6143 -0.083
H 1.7534 0.2969 -7.1996 0.358
H 1.0829 0.0806 -5.5968 0.138
H 1.7775 -1.3069 -6.3590 0.270
H 4.4759 -3.7531 -4.2624 0.255
H 4.4353 -2.7662 -5.5786 0.287
C 3.0972 1.3007 2.8758 -0.703
C 2.0953 1.3604 3.9772 2.380
C 2.5426 0.9999 5.3900 -1.342
O 3.1458 -0.3053 5.4665 -0.350
C 3.7715 -0.5023 6.7461 -1.243
N 1.4359 2.6552 3.8232 -0.742
H 3.4743 0.2782 2.8582 0.150
H 3.8610 2.0492 3.0867 0.457
H 2.6559 1.5415 1.9086 -0.474
H 1.3660 0.6035 3.6887 -0.770
H 1.6524 1.0721 6.0149 0.180
H 3.2445 1.7838 5.6746 0.478
H 3.0767 -0.5011 7.5859 0.410
H 4.6016 0.1937 6.8674 0.323
H 4.0976 -1.5419 6.7751 0.308
H 1.3493 2.9295 2.8550 0.065
H 0.4947 2.6586 4.1897 0.629
C -0.3757 -6.5096 -0.1301 -1.226
C 1.1607 -6.4531 -0.3406 0.233
C 1.7731 -5.0872 0.0839 1.559
O 3.2100 -5.1686 0.0234 -0.556
C 3.9251 -4.0278 0.5669 -0.028
N 1.6781 -7.4896 0.4814 -0.797
H -0.7291 -6.3037 0.8802 0.429
H -0.8639 -7.4344 -0.4374 0.427
H -0.9273 -5.7373 -0.6663 -0.096
H 1.5042 -6.6567 -1.3548 0.298
H 1.5059 -4.9148 1.1265 -0.818
H 1.3403 -4.2624 -0.4822 -0.248
H 3.7948 -3.0820 0.0410 -0.138
H 4.9770 -4.3120 0.5980 0.400
H 3.6133 -3.8402 1.5944 -0.079
H 2.6451 -7.2182 0.5879 0.332
H 1.1942 -7.5216 1.3673 0.311
C -0.8631 5.1343 4.2206 -1.784
C -1.5831 4.1489 3.2876 3.446
C -2.1912 2.9906 4.0802 -2.696
O -1.1537 2.1934 4.6570 0.970
C -1.5576 0.9194 5.1253 -1.591
N -2.6859 4.9729 2.7598 -0.814
H -0.2919 4.6291 4.9995 0.307
H -1.5588 5.7697 4.7686 0.548
H -0.1921 5.8108 3.6913 0.251
H -0.9104 3.8127 2.4986 -1.401
H -2.6413 2.4613 3.2403 0.715
H -2.9144 3.2616 4.8493 0.157
H -1.4373 0.1991 4.3160 -0.050
H -2.5746 0.8567 5.5126 0.525
H -0.8063 0.6475 5.8667 0.121
H -3.1972 4.3786 2.1230 0.047
H -3.4148 5.3237 3.3645 0.537
C -6.4640 1.9169 -1.0510 -1.413
C -5.6444 1.9410 -2.3857 0.367
C -5.3653 3.3835 -2.8263 -0.526
O -6.4184 4.3777 -2.7664 -0.300
C -7.4428 4.0931 -3.6868 -0.725
N -4.3802 1.2712 -2.1164 -0.374
H -7.4653 2.3249 -1.1887 0.443
H -5.9669 2.5115 -0.2846 0.244
H -6.5752 0.9099 -0.6489 0.343
H -6.1973 1.4790 -3.2036 0.451
H -4.9117 3.4409 -3.8158 0.445
H -4.6878 3.9038 -2.1492 -0.130
H -7.0340 4.1749 -4.6939 0.283
H -8.2455 4.8225 -3.5790 0.275
H -7.8026 3.0883 -3.4649 0.261
H -4.0706 1.6352 -1.2267 -0.016
H -4.5098 0.3013 -1.8660 0.292
C -2.5163 6.7090 -0.4495 -1.736
C -1.6877 5.4127 -0.6456 1.897
C -1.0154 5.3464 -1.9822 -1.405
O -0.2345 4.1920 -2.0059 -0.289
C 0.5412 4.1662 -3.1990 -0.798
N -0.6071 5.6301 0.3559 -1.010
H -3.4405 6.6969 -1.0272 0.330
H -2.1059 7.6979 -0.6538 0.368
H -2.9116 6.8626 0.5546 0.348
H -2.2398 4.5070 -0.3948 -0.108
H -0.3371 6.1995 -2.0017 0.425
H -1.6526 5.5249 -2.8484 0.404
H -0.1610 3.9491 -4.0040 0.352
H 1.1380 3.2709 -3.0246 0.048
H 1.2485 4.9560 -3.4521 0.303
H -0.9676 5.3890 1.2681 0.159
H -0.0746 4.7820 0.2245 0.318
C -1.4319 1.5223 0.2027 -0.034
C 0.0771 1.5441 0.4879 1.950
C 0.9844 0.6766 -0.5005 -1.726
O 0.7519 -0.7214 -0.3904 0.827
C 1.3829 -1.2760 0.8121 0.755
N 0.5001 2.9247 0.3572 0.600
H -2.0692 1.7224 1.0640 0.207
H -1.7624 0.5205 -0.0718 -0.790
H -1.6704 2.2222 -0.5982 -0.062
H 0.1515 1.2109 1.5230 -0.558
H 2.0527 0.8874 -0.4516 -0.154
H 0.7452 0.8947 -1.5413 0.118
H 1.2012 -2.3502 0.8479 -0.686
H 1.0219 -0.7643 1.7043 -0.685
H 2.4632 -1.1802 0.7040 0.334
H 0.4260 3.1681 -0.6202 0.533
H 1.4922 2.9876 0.5356 -0.181
C -2.8587 -5.4632 -3.6461 -1.312
C -1.4628 -5.1229 -4.2494 0.174
C -0.8508 -3.8278 -3.5888 1.162
O -1.3772 -2.6604 -4.2663 -0.483
C -1.0089 -1.3550 -3.6562 0.646
N -0.6144 -6.3132 -4.0667 -0.519
H -3.4419 -4.5439 -3.6987 0.200
H -2.8024 -5.8249 -2.6194 0.231
H -3.3634 -6.2086 -4.2607 0.520
H -1.5835 -4.9562 -5.3198 0.317
H 0.2328 -3.9037 -3.6790 -0.157
H -1.1183 -3.8632 -2.5327 -0.717
H 0.0317 -1.2054 -3.9442 -0.542
H -1.0654 -1.3536 -2.5677 -0.392
H -1.6215 -0.5983 -4.1463 0.422
H -1.0457 -7.1520 -4.4279 0.226
H 0.3012 -6.2459 -4.4876 0.190
C 5.3814 1.8843 -0.8631 -1.419
C 4.7965 3.2955 -1.0484 0.327
C 4.3335 3.6472 -2.5368 0.043
O 5.4575 3.8626 -3.3731 -0.380
C 5.7737 5.2129 -3.5339 -0.705
N 3.6251 3.3345 -0.1591 -0.402
H 5.5019 1.6747 0.1998 0.460
H 6.3562 1.6831 -1.3073 0.409
H 4.6840 1.1120 -1.1876 0.106
H 5.4931 4.0812 -0.7559 0.334
H 3.5982 4.4458 -2.6351 0.215
H 3.8554 2.7678 -2.9684 -0.253
H 4.9406 5.9082 -3.6363 0.290
H 6.4001 5.3253 -4.4189 0.270
H 6.3116 5.5399 -2.6441 0.285
H 3.9638 3.1285 0.7699 0.113
H 3.2794 4.2818 -0.1021 0.291

=====

(2)
187
Properties=species:S:1:pos:R:3:mulliken_charge:R:1 method="wB97M-V/def2-TZVPD" lumo_energy_ev=0.49 max_force_ev_per_a=2.646 homo_ev=-8.41 multiplicity=1 e_above_lowest_kcal_mol=123.8 orbital_gap_ev=8.904 smiles=COC[C@H](C)N.COC[C@H](C)N.COC[C@H](C)N.COC[C@H](C)N.COC[C@H](C)N.COC[C@H](C)N.COC[C@H](C)N.COC[C@H](C)N.COC[C@H](C)N.COC[C@H](C)N.COC[C@H](C)N
C -1.6009 0.5738 3.4177 -0.467
O -2.6297 1.0724 4.2532 -0.275
C -2.1012 1.7671 5.3444 -0.882
C -3.1973 1.9556 6.4073 0.548
C -4.2541 2.9802 5.9455 -1.241
N -2.5724 2.3246 7.6472 -0.718
H -1.0201 -0.1577 3.9795 0.592
H -1.0054 1.3558 2.9465 0.358
H -2.0411 0.0013 2.6012 -0.429
H -1.3350 1.1186 5.7693 0.396
H -1.5855 2.7018 5.1243 0.356
H -3.5706 0.9474 6.5868 0.240
H -4.8538 2.8287 5.0480 0.202
H -3.7436 3.9314 5.7953 0.344
H -5.0511 3.1671 6.6651 0.426
H -3.2165 2.1887 8.4133 0.240
H -1.6940 1.8937 7.8979 0.207
C -6.9966 -4.2362 -1.6899 -0.936
O -6.2842 -3.2424 -2.4288 -0.461
C -4.8609 -3.2792 -2.3327 -0.635
C -4.2647 -2.2440 -3.3326 0.382
C -4.1787 -2.8429 -4.7574 -1.693
N -2.8619 -1.9173 -3.0789 -0.016
H -8.0685 -4.2190 -1.8872 0.346
H -6.9484 -4.1537 -0.6041 0.353
H -6.7291 -5.2634 -1.9374 0.339
H -4.5802 -2.9754 -1.3242 0.282
H -4.5975 -4.3164 -2.5400 0.491
H -4.6969 -1.2434 -3.3460 0.287
H -5.1665 -3.1686 -5.0834 0.464
H -3.5882 -3.7590 -4.7723 0.255
H -3.7378 -2.1438 -5.4680 0.419
H -2.3686 -2.7982 -3.1056 -0.134
H -2.5212 -1.4326 -3.8969 0.252
C 1.5593 -6.1165 -1.0234 -0.748
O 0.9445 -5.7044 -2.1525 -0.232
C -0.3980 -6.2019 -2.1751 -0.928
C -1.1281 -5.5320 -3.3790 0.728
C -0.7113 -5.9444 -4.7876 -1.636
N -1.0142 -4.0998 -3.3939 -0.448
H 2.5479 -5.6665 -0.9317 0.095
H 1.7437 -7.1901 -1.0631 0.370
H 0.9898 -5.7830 -0.1560 0.335
H -0.4275 -7.2882 -2.2604 0.455
H -0.8536 -5.9109 -1.2287 0.372
H -2.2018 -5.6712 -3.2531 -0.001
H 0.3028 -5.6490 -5.0569 0.347
H -1.4307 -5.5505 -5.5055 0.428
H -0.7122 -7.0334 -4.7403 0.471
H -0.1651 -3.8314 -2.9175 -0.090
H -0.9515 -3.6885 -4.3143 0.292
C 6.9151 5.2355 -0.2542 -0.644
O 6.3468 4.3779 -1.2161 -0.436
C 5.0807 3.7530 -0.8528 0.110
C 4.7544 2.6693 -1.8771 0.017
C 3.5534 1.7134 -1.5806 0.032
N 5.8821 1.7602 -2.1786 -0.560
H 7.8441 5.7270 -0.5430 0.324
H 7.0517 4.7227 0.6979 0.138
H 6.3254 6.1435 -0.1281 0.321
H 5.1119 3.3824 0.1718 -0.517
H 4.3203 4.5316 -0.9149 0.535
H 4.5356 3.1792 -2.8153 0.313
H 2.7487 2.4153 -1.3618 -0.204
H 3.7527 1.1392 -0.6758 -0.682
H 3.2470 1.1605 -2.4686 0.464
H 6.6707 2.3595 -1.9809 0.271
H 5.9813 1.5137 -3.1531 0.224
C 3.8952 -2.4501 -2.4104 -0.445
O 3.9743 -2.9075 -3.7756 -0.407
C 3.8137 -1.8639 -4.7538 -0.431
C 4.2774 -2.0780 -6.2078 0.369
C 4.1421 -0.8355 -7.1344 -1.499
N 3.5297 -3.1377 -6.8668 -0.801
H 4.5284 -1.5936 -2.1791 0.365
H 4.0555 -3.1758 -1.6130 0.186
H 2.8981 -2.0269 -2.2882 0.216
H 2.8169 -1.4339 -4.8512 0.304
H 4.4622 -1.0573 -4.4120 0.116
H 5.3321 -2.3465 -6.2668 0.358
H 4.6421 0.0189 -6.6782 0.347
H 3.0877 -0.6269 -7.3153 0.399
H 4.4589 -1.0850 -8.1471 0.386
H 4.1705 -3.2683 -7.6365 0.275
H 3.5820 -4.0043 -6.3506 0.262
C -4.5413 0.5644 1.5593 -0.779
O -5.5122 0.6554 0.5072 0.008
C -6.5853 -0.2784 0.7127 -0.887
C -7.4892 -0.0593 -0.5745 0.437
C -8.7922 -0.8820 -0.6135 -1.327
N -6.8248 -0.4376 -1.8305 -0.467
H -4.9346 0.7759 2.5536 0.449
H -3.8708 1.4169 1.4507 -0.086
H -3.9434 -0.3470 1.5627 0.252
H -6.2554 -1.3151 0.7797 0.342
H -7.1193 -0.1262 1.6507 0.483
H -7.7093 1.0042 -0.6683 0.328
H -9.1851 -0.7290 0.3916 0.433
H -8.7040 -1.9517 -0.8031 0.164
H -9.5707 -0.5179 -1.2839 0.314
H -6.7711 -1.4370 -1.9664 0.553
H -5.8550 -0.2137 -1.6583 -0.249
C 1.8400 0.9249 1.8332 -0.011
O 0.6316 0.4444 1.3070 0.701
C 0.8500 -0.8354 0.7809 -0.997
C -0.4337 -1.4108 0.0970 1.778
C -0.4763 -2.9152 -0.3431 -0.806
N -0.7613 -0.6247 -1.0836 -0.479
H 2.2743 0.1603 2.4772 0.420
H 1.8378 1.9470 2.2120 0.077
H 2.5591 1.0327 1.0212 -0.410
H 1.6275 -0.9320 0.0230 0.050
H 1.1051 -1.5224 1.5878 0.488
H -1.2483 -1.2619 0.8058 -0.868
H 0.4263 -3.1669 -0.9000 0.069
H -1.3631 -3.1013 -0.9489 0.127
H -0.4872 -3.5465 0.5454 0.078
H -1.5648 -1.0837 -1.4884 -0.100
H -1.0021 0.3201 -0.8199 -0.103
C -0.6233 2.8930 -1.1359 0.648
O -1.3876 3.3938 -2.2738 -0.398
C -2.6587 3.9713 -2.0510 -0.873
C -3.6531 2.8668 -1.5800 1.885
C -3.7433 1.7469 -2.6247 -1.022
N -5.0236 3.4286 -1.3011 -0.753
H 0.4420 2.7253 -1.2939 -0.166
H -0.9534 2.0019 -0.6019 -0.115
H -0.6728 3.6425 -0.3460 0.177
H -2.6813 4.7817 -1.3224 0.336
H -3.0644 4.3962 -2.9691 0.357
H -3.4744 2.3554 -0.6342 -0.918
H -4.6131 1.1236 -2.4173 0.140
H -2.8299 1.1537 -2.6696 0.289
H -3.8414 2.2935 -3.5626 0.350
H -5.0306 4.3853 -0.9775 0.236
H -5.5227 2.7945 -0.6937 0.294
C 1.3018 -4.9508 3.0873 -0.812
O 2.4789 -4.5176 2.4105 0.014
C 3.7018 -4.7908 3.1148 -0.914
C 4.8282 -4.2808 2.2145 0.197
C 4.7968 -2.6920 2.0299 -1.108
N 4.7719 -4.9809 0.9448 -0.622
H 1.1566 -4.4344 4.0361 0.370
H 1.2794 -6.0375 3.1695 0.308
H 0.4707 -4.5713 2.4929 0.111
H 3.6940 -4.2308 4.0500 0.401
H 3.8576 -5.8487 3.3262 0.413
H 5.7230 -4.4547 2.8121 0.474
H 3.9333 -2.2826 1.5057 -0.047
H 5.6745 -2.3623 1.4739 0.356
H 4.8523 -2.0894 2.9365 0.541
H 4.8435 -5.9724 1.1238 0.322
H 3.8571 -4.8319 0.5436 0.014
C 5.9163 0.4113 1.2919 -0.579
O 5.1426 1.2029 2.2291 -0.052
C 6.0268 2.0532 2.9992 -0.884
C 5.1967 3.1372 3.6791 0.529
C 4.5488 4.1933 2.7223 -1.024
N 6.0446 3.9489 4.5514 -0.793
H 5.2878 -0.2156 0.6594 -0.158
H 6.6852 -0.1661 1.8053 0.427
H 6.5025 1.0661 0.6473 0.336
H 6.5433 1.4208 3.7214 0.475
H 6.7963 2.6346 2.4914 0.315
H 4.4121 2.6645 4.2699 0.291
H 3.8476 4.7990 3.2964 0.340
H 3.8934 3.8090 1.9407 0.196
H 5.3013 4.8333 2.2616 0.149
H 6.8393 4.2862 4.0271 0.296
H 6.4650 3.2196 5.1096 0.302
C 0.8660 5.4685 2.8278 -0.419
O -0.2300 5.6240 3.7533 -0.391
C -1.3039 6.5177 3.3207 -1.108
C -2.6212 5.6795 3.2058 1.562
C -2.6280 4.7263 2.0319 -0.999
N -3.7302 6.5857 3.0574 -0.818
H 0.4826 5.2929 1.8227 0.249
H 1.5354 4.6288 3.0147 -0.050
H 1.3650 6.4362 2.7763 0.388
H -1.3906 7.2849 4.0900 0.388
H -1.0144 7.1312 2.4675 0.443
H -2.8156 5.1436 4.1348 -0.524
H -2.4669 5.2640 1.0975 0.416
H -3.5212 4.1039 1.9764 0.428
H -1.7927 4.0266 2.0587 -0.211
H -3.6439 7.1311 2.2117 0.313
H -4.5406 6.0176 2.8557 0.289